# 1
Density functional theory data (wB97M-V/def2-TZVPD) for a cluster of 14 separate species, C33H85F2IN2O19P in total in a non-equilibrium geometry.

Structure (XYZ):
```
143
Properties=species:S:1:pos:R:3:mulliken_charge:R:1
I 0.185 2.225 1.599 -0.03
P 2.541 -2.509 -0.114 0.14
F 6.509 0.656 -0.553 -0.19
F 5.975 -1.958 -0.492 -0.05
O -2.623 2.923 5.914 -0.56
O 0.736 4.227 4.016 -0.31
O -6.839 -2.193 -4.165 -0.48
O -2.213 4.316 1.771 -0.35
O 3.800 6.781 3.338 -0.53
O -4.881 1.004 2.256 -0.54
O 0.445 -6.793 -4.361 -0.43
O -0.591 -0.398 0.628 -0.48
O 0.928 -2.813 -0.151 -0.23
O -4.267 -5.300 -2.982 -0.50
O 6.281 -2.200 1.648 -0.47
O 1.841 -1.530 2.597 -0.77
O 2.907 0.477 2.562 -0.68
O 6.453 -4.246 -2.924 -0.44
O -0.339 -5.403 -1.718 -0.42
O -8.270 1.229 -6.087 -0.49
O 6.164 0.710 -4.073 -0.51
O 2.790 7.133 7.594 -0.49
O 6.111 1.695 1.321 -0.48
N 5.082 -0.353 0.956 0.28
N 3.983 -0.211 0.028 -0.43
C -1.297 0.947 6.422 -1.28
C -4.130 4.018 3.199 -0.88
C -9.885 2.616 -4.913 -1.01
C -4.158 -0.136 1.780 0.05
C -7.019 -1.137 -3.223 -0.11
C -3.891 -3.473 -4.537 -0.78
C 0.337 0.333 0.560 0.21
C -8.420 2.304 -5.159 -0.21
C -4.364 -4.901 -4.348 -0.26
C -2.809 4.729 2.997 0.11
C 5.921 0.759 0.656 0.56
C 0.533 -6.270 -6.737 -1.00
C 2.508 6.177 1.361 -0.86
C 8.513 -5.161 -2.004 -1.14
C 1.525 3.879 6.296 -0.88
C 7.870 -4.259 -3.042 -0.12
C 1.274 -6.303 -5.412 -0.24
C 3.673 6.963 1.926 -0.26
C 3.752 8.618 5.916 -0.74
C 2.811 8.470 7.097 -0.31
C 5.824 -1.562 0.779 0.35
C 2.702 -0.758 0.521 1.02
C 3.225 -3.684 1.084 -1.13
C -1.914 1.816 5.342 0.53
C 6.702 -0.369 -4.832 -0.25
C -1.690 -6.746 -0.212 -1.28
C -4.942 -1.420 1.977 -1.11
C 1.603 3.446 4.843 -0.08
C 5.859 -1.626 -4.714 -0.73
C 2.486 -0.580 2.053 0.17
C -8.487 -0.854 -2.970 -1.04
C -1.602 -5.489 -1.060 0.30
C 1.603 0.077 -0.224 -1.45
H -0.766 0.101 5.985 0.34
H -3.747 -5.590 -4.923 0.32
H 3.683 6.907 7.869 0.28
H -0.591 1.526 7.023 0.27
H -2.808 4.551 1.053 0.21
H 4.193 -0.673 -0.856 0.30
H 8.251 -3.236 -2.942 0.21
H 7.727 -0.566 -4.496 0.24
H -5.403 -5.007 -4.680 0.24
H -3.194 -0.193 2.293 0.14
H 6.743 -0.028 -5.866 0.30
H -2.937 5.820 2.998 0.23
H 0.203 -7.273 -7.021 0.32
H 1.584 -5.302 -5.121 0.30
H -2.069 0.572 7.097 0.37
H -2.856 -3.369 -4.208 0.27
H -4.819 -4.705 -2.466 0.25
H -8.981 -0.559 -3.900 0.19
H -6.525 -1.448 -2.303 0.31
H 8.272 -4.819 -0.995 0.30
H -5.903 -1.364 1.462 0.27
H -8.684 1.493 -6.913 0.28
H 1.291 2.410 4.725 0.25
H -2.112 4.468 3.791 -0.02
H -1.696 -4.601 -0.434 0.28
H -4.596 4.295 4.146 0.34
H -2.629 1.243 4.753 0.13
H -0.242 -6.176 -2.284 0.18
H 6.237 -3.924 -2.042 0.22
H -9.999 3.425 -4.190 0.31
H 2.629 3.530 4.470 0.21
H -1.575 -7.638 -0.835 0.32
H -5.150 -1.587 3.037 0.38
H -4.825 4.249 2.386 0.41
H 6.277 -2.438 -5.310 0.27
H 2.175 3.264 6.921 0.37
H 3.744 9.643 5.540 0.34
H -7.257 -1.923 -4.989 0.26
H 2.062 1.044 -0.383 0.51
H -8.610 -0.052 -2.240 0.34
H -1.987 3.435 6.422 0.32
H 1.821 4.923 6.415 0.20
H 0.500 3.788 6.664 0.10
H -0.890 -6.760 0.529 0.32
H 6.132 0.439 -3.150 0.29
H -10.379 2.910 -5.842 0.34
H 2.410 6.336 0.286 0.38
H 2.939 -3.486 2.113 0.32
H -5.045 0.877 3.195 0.30
H 2.640 5.109 1.543 0.22
H -0.356 -5.644 -6.657 0.23
H -4.387 -2.278 1.595 0.29
H 8.136 -6.179 -2.102 0.28
H -7.935 1.993 -4.236 0.20
H -10.401 1.732 -4.535 0.26
H -7.897 3.188 -5.539 0.33
H 4.304 -3.770 1.017 0.33
H -3.958 -3.173 -5.584 0.33
H 0.168 -7.685 -4.591 0.25
H 1.577 6.474 1.845 0.20
H 3.473 7.945 5.102 0.11
H 1.789 8.706 6.805 0.28
H 4.840 -1.431 -5.048 0.30
H 4.775 8.364 6.207 0.30
H 3.099 9.150 7.909 0.28
H -1.139 2.190 4.670 -0.13
H -3.963 2.946 3.183 0.03
H 9.599 -5.176 -2.113 0.36
H -8.993 -1.746 -2.598 0.35
H -3.966 0.039 0.724 0.22
H 1.338 -0.402 -1.161 0.34
H 1.000 5.150 4.079 0.14
H 3.937 5.842 3.502 0.26
H 0.773 -3.118 -1.052 0.26
H -2.649 -6.807 0.305 0.37
H 4.607 6.661 1.440 0.26
H 8.096 -4.611 -4.048 0.33
H -2.399 -5.474 -1.806 0.00
H -6.516 -0.238 -3.595 0.19
H 1.169 -5.878 -7.532 0.33
H -4.497 -2.792 -3.944 0.06
H 3.534 8.032 1.765 0.32
H 2.167 -6.931 -5.490 0.24
H 5.803 -1.959 -3.679 0.10
H 2.812 -4.650 0.807 0.45
```

LUMO: 1.78 eV
Net charge: -1

***

# 2
Density functional theory data (wB97M-V/def2-TZVPD) for a cluster of 8 separate species, C33H86IN7O10 in total.

Structure (XYZ):
```
137
Properties=species:S:1:pos:R:3:mulliken_charge:R:1
I 0.881 3.476 10.023 0.26
O -1.347 3.937 5.976 -0.41
O 5.343 -0.465 -3.414 -0.42
O -0.668 4.745 12.205 -0.39
O 12.067 -0.694 -0.619 -0.37
O -1.777 2.933 13.006 -0.51
O -7.252 2.040 -4.922 -0.37
O -3.016 -5.831 -6.482 -0.25
O -2.361 -4.023 -1.406 -0.36
O -0.629 2.765 11.127 -0.55
O -0.367 -0.026 1.407 -0.26
N -0.149 -5.501 -6.220 -0.71
N -4.562 -2.179 -1.901 -0.69
N -4.792 0.649 -4.306 -0.45
N -2.260 2.766 3.485 -0.63
N 2.703 0.532 -2.765 -0.62
N 9.681 0.073 -2.071 -0.51
N -2.698 0.649 -0.132 -0.54
C -5.163 2.244 -2.508 -0.92
C -0.511 -7.085 -8.034 -1.46
C -2.197 -6.920 -6.109 -0.62
C -4.686 -3.916 -3.610 -1.54
C -0.903 0.298 -1.744 -0.70
C -3.359 7.280 11.621 -1.64
C -1.691 5.707 12.534 -0.83
C 6.454 0.274 -2.932 -0.58
C -0.733 -6.802 -6.552 0.33
C 11.418 -0.319 -3.731 -1.44
C 3.499 -0.200 -1.777 0.86
C -4.943 2.076 -4.009 0.31
C -3.547 -5.882 -7.792 -0.76
C -2.696 5.912 11.407 0.98
C 11.010 0.506 -2.515 0.22
C -1.080 3.465 12.183 0.96
C -1.332 2.048 4.363 0.96
C -8.138 2.277 -3.845 -0.64
C 4.560 -1.098 -2.426 -0.92
C -3.833 -2.805 -3.007 0.65
C -2.092 0.947 5.094 -1.66
C 12.846 -1.747 -1.154 -0.64
C -0.384 1.149 0.618 -0.21
C -6.025 2.740 -4.869 -0.86
C 4.062 0.788 -0.760 -1.44
C -2.646 -5.400 -1.536 -0.47
C -3.758 4.802 11.338 -1.35
C -0.552 2.989 5.289 -0.88
C 12.042 0.496 -1.381 -0.68
C -2.429 -3.272 -2.605 0.09
C 0.443 -1.076 0.919 -0.32
C -1.373 1.118 -0.551 0.23
C -1.949 3.470 7.167 -0.39
H 0.631 1.392 0.276 0.13
H -0.704 1.943 1.298 0.06
H 11.307 -1.388 -3.546 0.30
H -3.773 -6.910 -8.090 0.35
H -5.434 3.274 -2.264 0.38
H -2.110 4.335 7.813 0.18
H -2.637 8.096 11.574 0.41
H -4.260 1.990 -1.953 -0.16
H -5.060 -4.602 -2.849 0.30
H 0.549 -7.237 -8.229 0.37
H -1.955 -3.831 -3.425 0.05
H -4.551 0.533 -5.287 0.27
H 0.053 2.416 6.004 0.40
H 7.202 0.302 -3.720 0.26
H -1.155 6.637 12.729 0.35
H -2.578 -0.241 0.345 0.31
H -0.591 1.560 3.721 0.08
H 0.740 -1.684 1.774 0.28
H -9.148 2.090 -4.209 0.25
H -2.130 -5.919 -0.728 0.27
H 9.788 -0.830 -1.615 0.27
H -3.957 4.375 12.321 0.33
H 9.359 0.693 -1.333 0.28
H -1.738 3.421 2.909 0.27
H -3.715 -5.608 -1.450 0.24
H 2.232 -0.134 -3.370 0.28
H -3.697 -2.038 -3.775 0.34
H 10.920 1.548 -2.839 0.34
H 10.784 -0.071 -4.581 0.34
H 6.899 -0.202 -2.056 0.26
H -2.140 5.944 10.464 0.13
H 0.136 3.578 4.676 0.37
H -4.687 5.190 10.917 0.44
H -4.053 -1.358 -1.578 0.18
H 3.254 1.206 -0.158 0.23
H 13.737 -1.363 -1.661 0.30
H 0.136 0.521 -1.997 0.28
H -0.181 -7.559 -5.986 0.37
H 12.276 -2.365 -1.851 0.23
H -1.299 2.761 7.688 0.17
H -6.196 3.776 -4.547 0.42
H -4.125 7.448 10.863 0.41
H -2.284 -5.791 -2.493 0.10
H -5.706 0.215 -4.214 0.28
H 3.348 1.018 -3.382 0.27
H -4.000 2.570 -4.266 0.36
H 4.045 -1.914 -2.941 0.40
H -1.049 -7.980 -8.352 0.35
H -2.918 3.002 6.978 0.21
H -0.990 -0.770 -1.549 -0.30
H -0.837 -6.250 -8.655 0.28
H -1.471 0.476 5.857 0.37
H -2.401 0.180 4.385 0.36
H -0.749 -4.778 -6.607 0.34
H -2.856 3.355 4.060 0.29
H -5.951 1.586 -2.143 0.27
H 4.772 0.303 -0.087 0.35
H -2.640 -7.863 -6.459 0.44
H 1.343 -0.685 0.435 0.00
H 6.173 1.303 -2.687 0.22
H 4.566 1.622 -1.248 0.41
H -4.471 -5.306 -7.790 0.24
H -0.095 -1.717 0.214 0.08
H -5.554 -3.490 -4.113 0.39
H 2.818 -0.869 -1.242 0.05
H 5.207 -1.550 -1.662 0.42
H -3.856 7.299 12.596 0.35
H -2.220 -6.937 -5.016 0.22
H -7.947 1.607 -3.003 0.24
H -1.483 2.153 -0.890 0.33
H -4.549 -2.823 -1.114 0.34
H -3.058 1.270 0.589 0.25
H -0.184 -5.357 -5.215 0.25
H -2.994 1.330 5.573 0.33
H -4.123 -4.495 -4.347 0.23
H -8.074 3.313 -3.500 0.29
H 11.779 1.286 -0.673 0.34
H 12.455 -0.125 -4.011 0.36
H -5.669 2.774 -5.903 0.36
H -2.869 -5.436 -8.525 0.25
H 13.046 0.720 -1.765 0.42
H -2.191 5.417 13.463 0.39
H -1.819 -2.387 -2.424 -0.19
H 13.162 -2.374 -0.321 0.26
H -1.523 0.520 -2.614 0.37
H -3.424 3.976 10.703 0.27
```

LUMO: -1.26 eV